# 1
{
  "formula": "C14H28N2O4",
  "method": "ωB97M-V/def2-TZVPD",
  "largest_force_ev_per_a": 0.51,
  "smiles": "CCCCNC(=O)OC[C@H](CC)NC(=O)OCC(C)C",
  "charge": 0,
  "gap_ha": 0.38235,
  "homo_ev": -9.49,
  "lumo_ev": 0.915,
  "e_above_lowest_ev": 0.000,
  "elements": ["C", "C", "C", "C", "N", "C", "O", "O", "C", "C", "C", "C", "N", "C", "O", "O", "C", "C", "C", "C", "H", "H", "H", "H", "H", "H", "H", "H", "H", "H", "H", "H", "H", "H", "H", "H", "H", "H", "H", "H", "H", "H", "H", "H", "H", "H", "H", "H"],
  "xyz": [[-4.253845, 0.488919, -1.264624], [-4.216346, 0.697536, 0.244966], [-2.856359, 1.181502, 0.745771], [-2.515713, 2.599002, 0.282073], [-1.213310, 3.010722, 0.755399], [-0.111295, 2.874195, -0.009556], [-0.100561, 2.652748, -1.196333], [1.002267, 3.088506, 0.738928], [2.242319, 2.914433, 0.073681], [2.726404, 1.458418, 0.178389], [4.092786, 1.293277, -0.494041], [4.636055, -0.119247, -0.318907], [1.761559, 0.558175, -0.410309], [0.999465, -0.265966, 0.341904], [1.125132, -0.444478, 1.528948], [0.084229, -0.889470, -0.439037], [-0.652373, -1.951316, 0.158053], [-0.131932, -3.321079, -0.291398], [-1.057011, -4.411268, 0.242177], [1.299999, -3.541757, 0.187807], [-3.442385, -0.163896, -1.578014], [-4.155199, 1.432690, -1.793510], [-5.196439, 0.032784, -1.558881], [-4.447451, -0.248969, 0.739345], [-4.986045, 1.416873, 0.534126], [-2.846027, 1.156758, 1.838802], [-2.075696, 0.508748, 0.388517], [-2.472463, 2.643784, -0.806912], [-3.263257, 3.310983, 0.643901], [-1.064640, 3.069599, 1.751137], [2.947772, 3.585435, 0.566696], [2.128788, 3.195566, -0.979618], [2.787820, 1.177396, 1.235993], [4.786583, 2.012652, -0.056677], [3.994576, 1.521891, -1.557378], [5.607648, -0.214919, -0.797005], [4.742262, -0.356864, 0.736496], [3.958247, -0.842567, -0.764425], [1.441935, 0.752480, -1.348644], [-0.585907, -1.859060, 1.247508], [-1.691455, -1.823601, -0.159393], [-0.145996, -3.341508, -1.386692], [-0.714077, -5.389242, -0.085808], [-1.067766, -4.397360, 1.329734], [-2.073965, -4.265617, -0.114997], [1.965251, -2.790068, -0.230930], [1.655355, -4.522721, -0.119456], [1.351072, -3.474082, 1.272210]],
  "forces_ev_per_a": [[-0.1, 0.0, 0.2], [0.2, 0.0, 0.0], [-0.3, 0.2, -0.1], [0.0, -0.3, -0.1], [0.0, 0.1, 0.3], [0.1, 0.3, 0.3], [0.0, -0.1, -0.4], [-0.2, 0.0, 0.1], [0.3, -0.3, -0.3], [0.1, 0.4, 0.1], [-0.2, -0.2, 0.3], [0.0, 0.2, -0.1], [0.0, 0.1, -0.2], [0.0, 0.0, -0.2], [0.0, -0.1, 0.4], [0.1, 0.1, -0.2], [-0.1, -0.5, 0.2], [0.0, 0.2, 0.2], [0.1, 0.3, -0.2], [-0.2, 0.1, -0.2], [0.1, -0.1, -0.1], [0.0, 0.1, -0.1], [-0.1, 0.0, -0.1], [-0.1, 0.0, 0.0], [-0.1, 0.0, 0.1], [0.1, 0.0, 0.0], [0.1, 0.0, 0.0], [-0.1, 0.1, 0.1], [0.0, 0.0, -0.1], [0.1, 0.0, -0.1], [0.0, -0.1, -0.1], [0.1, 0.0, 0.2], [0.0, 0.1, -0.2], [0.0, 0.1, -0.1], [0.0, 0.1, -0.1], [0.1, -0.1, 0.0], [0.0, -0.1, 0.1], [0.0, -0.1, 0.0], [-0.1, 0.0, 0.1], [-0.1, 0.0, -0.1], [0.1, 0.0, 0.0], [0.0, 0.0, 0.0], [0.0, -0.1, 0.0], [0.0, 0.0, 0.2], [-0.2, 0.0, 0.0], [0.1, 0.0, 0.0], [0.1, -0.1, 0.0], [0.0, 0.0, 0.1]]
}

---

# 2
{
  "formula": "C22H18N3O",
  "method": "ωB97M-V/def2-TZVPD",
  "largest_force_ev_per_a": 3.40,
  "charge": 1,
  "gap_ha": 0.15628,
  "homo_ev": -10.06,
  "lumo_ev": -5.808,
  "e_above_lowest_ev": 0.000,
  "elements": ["C", "C", "C", "C", "C", "C", "C", "C", "C", "C", "C", "C", "C", "C", "H", "H", "H", "H", "H", "H", "H", "H", "H", "H", "H", "H", "H", "O", "C", "C", "C", "C", "C", "C", "C", "N", "C", "N", "N", "H", "H", "H", "H", "H"],
  "xyz": [[-1.133197, 6.009913, 1.598796], [-1.273143, 4.555579, 1.310759], [-1.064052, 3.595968, 2.296649], [-1.168195, 2.253274, 2.018274], [-1.495207, 1.791317, 0.724077], [-1.574359, 0.388490, 0.510554], [-1.905421, -0.394998, -0.628997], [-1.941653, -1.798638, -0.471106], [-2.273415, -2.627593, -1.516121], [-2.576328, -2.102108, -2.758752], [-2.542154, -0.735518, -2.951360], [-2.212764, 0.102201, -1.914643], [-1.717977, 2.783768, -0.252492], [-1.606846, 4.119582, 0.035432], [-1.326407, 6.608020, 0.706496], [-1.836488, 6.327771, 2.369286], [-0.123628, 6.242763, 1.939208], [-0.812673, 3.918359, 3.291946], [-0.997339, 1.528222, 2.796447], [-1.350881, -0.198815, 1.386515], [-1.711935, -2.218913, 0.493281], [-2.301515, -3.693227, -1.365491], [-2.838818, -2.752966, -3.576706], [-2.772766, -0.318275, -3.918174], [-2.188326, 1.147490, -2.127305], [-1.982267, 2.523864, -1.252925], [-1.778635, 4.844193, -0.742550], [2.609856, -1.080656, 2.656223], [2.557862, -1.301118, 1.446758], [2.773882, -2.583951, 0.804994], [2.638226, -2.391929, -0.575883], [2.830532, -3.463864, -1.445590], [3.138647, -4.696834, -0.916792], [3.264095, -4.881639, 0.458621], [3.081126, -3.831491, 1.328269], [2.339469, -1.045714, -0.788483], [2.292765, -0.371724, 0.391516], [2.112246, 0.952467, 0.533838], [1.973550, 2.091598, 0.642893], [2.749910, -3.324138, -2.507670], [3.294638, -5.537036, -1.572166], [3.492430, -5.860784, 0.848768], [3.168880, -3.951745, 2.394201], [2.188275, -0.621169, -1.700595]],
  "forces_ev_per_a": [[-0.1, 0.3, -0.2], [0.1, 0.1, 0.2], [0.0, -0.3, 0.2], [0.1, 0.0, 0.2], [-0.1, -0.5, -0.2], [0.0, 0.8, -0.2], [0.0, -0.1, -0.3], [0.1, 0.3, 0.2], [0.0, -0.3, 0.1], [0.0, -0.2, 0.1], [0.0, 0.4, -0.1], [0.0, 0.0, 0.0], [0.0, 0.4, -0.2], [-0.1, -0.4, -0.4], [0.0, -0.1, 0.1], [0.1, 0.0, 0.1], [0.0, 0.0, 0.1], [0.1, 0.0, 0.2], [0.1, -0.1, 0.2], [0.1, -0.2, 0.3], [0.1, -0.1, 0.2], [0.0, -0.2, 0.1], [0.0, -0.1, -0.1], [0.0, 0.1, -0.1], [0.0, 0.2, -0.1], [-0.1, 0.0, -0.2], [0.0, 0.1, -0.1], [-0.2, 0.3, -0.7], [0.4, -0.3, 3.3], [-0.1, -0.1, -0.9], [0.2, 0.0, 0.8], [-0.2, 0.7, -0.4], [0.0, 0.1, 0.3], [0.0, -0.3, 0.2], [-0.1, 0.2, 0.1], [-0.2, -0.3, -3.4], [-0.6, 3.1, 0.8], [0.2, -0.1, -0.2], [0.2, -2.6, -0.1], [0.0, 0.0, -0.3], [0.0, -0.1, -0.2], [0.1, -0.1, 0.0], [0.1, 0.0, 0.2], [0.2, -0.3, 0.5]]
}

---

# 3
{
  "formula": "C3H6N3",
  "method": "ωB97M-V/def2-TZVPD",
  "largest_force_ev_per_a": 1.75,
  "charge": 1,
  "gap_ha": [0.18303, 0.18032],
  "homo_ev": [-11.87, -11.85],
  "lumo_ev": [-6.890, -6.947],
  "e_above_lowest_ev": 10.973,
  "elements": ["C", "C", "C", "N", "N", "N", "H", "H", "H", "H", "H", "H"],
  "xyz": [[2.628139, -1.153774, 1.929528], [0.562144, -1.029579, -0.116827], [-1.272236, 0.175192, -1.224861], [-2.403109, 2.135383, -0.586517], [-1.973634, 1.186839, -1.188732], [-0.141630, -0.020960, -0.245921], [2.881433, -2.151829, 2.293510], [3.229884, -0.391635, 2.430424], [0.553033, -1.915233, -0.733746], [-1.449451, -0.644912, -1.893936], [-2.564883, 3.027515, -1.039946], [-0.049691, 0.782994, 0.377026]],
  "forces_ev_per_a": [[0.1, 0.1, -0.1], [0.5, -0.8, 0.8], [0.1, -0.8, -0.9], [-0.9, -0.7, 1.4], [0.0, 1.1, -0.2], [-0.1, 1.0, 0.0], [0.0, -0.1, 0.0], [0.1, 0.1, 0.1], [-0.1, 0.0, -0.4], [-0.2, -0.2, 0.0], [0.6, 0.2, -0.8], [0.0, 0.2, 0.0]]
}

---

# 4
{
  "formula": "C2H12NO2",
  "method": "ωB97M-V/def2-TZVPD",
  "largest_force_ev_per_a": 1.97,
  "charge": 1,
  "gap_ha": 0.45171,
  "homo_ev": -15.46,
  "lumo_ev": -3.172,
  "e_above_lowest_ev": 0.461,
  "elements": ["C", "C", "N", "H", "H", "H", "H", "H", "H", "H", "H", "H", "H", "O", "H", "H", "O"],
  "xyz": [[-1.078875, 1.087492, -1.913563], [-1.405171, 0.969081, -0.434926], [-0.703543, -0.184144, 0.202572], [-0.251609, 1.753133, -2.068240], [-0.942318, 0.104659, -2.340171], [-1.894015, 1.557269, -2.425595], [-1.292189, 1.881824, 0.155616], [-2.469112, 0.758423, -0.268100], [-1.218968, -1.049287, 0.331220], [-0.422074, 0.094299, 1.183289], [0.179864, -0.481084, -0.213789], [1.429446, 0.088417, 2.582244], [0.459483, 1.193564, 3.022181], [0.490260, 0.317974, 2.605187], [1.826604, -2.686203, -0.550506], [3.055867, -2.019441, -1.142303], [2.177024, -1.821560, -0.791858]],
  "forces_ev_per_a": [[-0.3, 0.3, 0.7], [-1.6, -0.3, -0.2], [1.0, 0.1, 1.7], [0.8, -0.1, -0.2], [0.3, -0.2, -0.3], [-0.6, 0.2, -0.3], [0.8, -0.2, -0.1], [0.1, -0.1, -0.3], [-0.6, 0.1, -0.4], [0.1, -0.3, -0.3], [0.2, 0.3, -0.5], [-0.1, 0.0, 0.0], [0.0, -0.3, 0.0], [0.1, 0.4, 0.1], [0.1, -0.1, 0.0], [-0.1, 0.2, 0.0], [-0.2, -0.1, 0.1]]
}